1.
Entry from the OMol25 dataset: a structure of composition C5H17BeN8O7 at a distorted geometry (ωB97M-V/def2-TZVPD).

The HOMO-LUMO gap comes out at 2.35 eV. Its relative energy (zero: lowest compared OMol25 entry of this formula, charge and spin) is 596.3 kJ/mol. Its total energy is -1179.91710 Ha. The LUMO energy comes out at -9.6 eV.

```
! wB97M-V def2-TZVPD RIJCOSX def2/J DEFGRID3
* xyz 1 1
Be -19.82217 -17.79378 20.18161
O -16.12393 -15.81910 19.99406
C -17.30090 -16.40136 19.99817
O -17.69940 -17.13717 19.05600
O -18.16638 -16.10036 20.89297
H -15.61253 -16.22943 19.26567
C -16.04857 -16.24170 15.90452
O -15.75167 -16.12555 14.72412
N -16.37612 -15.11226 16.60519
N -16.07254 -17.43434 16.57339
H -16.75108 -15.16973 17.53502
H -16.36418 -14.19780 16.19652
H -16.51958 -17.47840 17.48153
H -15.99107 -18.29543 16.06475
C -14.00345 -16.11085 23.16922
O -14.90702 -15.41589 23.65494
N -14.12235 -16.63054 21.92262
N -12.89004 -16.44491 23.86044
H -13.35530 -16.99515 21.37913
H -14.89611 -16.34981 21.35653
H -12.74807 -16.07274 24.78000
H -12.19389 -16.99098 23.38922
C -19.48385 -12.72089 20.95884
O -19.09563 -11.60446 20.69259
N -20.68885 -13.23474 20.54726
N -18.82172 -13.54878 21.83204
H -20.82775 -14.23319 20.56555
H -21.17535 -12.88272 19.73727
H -18.04167 -13.20193 22.36805
H -18.98117 -14.53872 21.86405
C -12.41071 -17.02917 18.42129
O -13.08564 -16.53462 19.33164
N -11.19246 -17.57836 18.67367
N -12.79319 -17.06966 17.12720
H -10.50141 -17.75652 17.96727
H -10.84273 -17.54624 19.61339
H -12.17698 -17.49643 16.45969
H -13.72546 -16.84528 16.82673
*
```

2.
Entry from the OMol25 dataset: a cluster of 2 separate species, C5H17N2O in total at a distorted geometry (ωB97M-V/def2-TZVPD).

The HOMO-LUMO gap (alpha / beta) comes out at 3.51 / 10.38 eV. Its relative energy (zero: lowest compared OMol25 entry of this formula, charge and spin) is 132.4 kJ/mol. Its total energy is -385.31385 Ha. The LUMO energy (alpha / beta) comes out at 0.8 / 0.6 eV.

```
! wB97M-V def2-TZVPD RIJCOSX def2/J DEFGRID3
* xyz 0 2
N -0.29894 0.63587 0.80315
C -1.10791 0.20507 -0.40408
C -0.38480 0.73700 -1.67198
C 0.86442 -0.04369 -2.03695
C 2.07822 0.10694 -1.13245
C -1.19635 -1.31544 -0.29950
N -1.90459 -1.67511 0.91109
H -0.22493 1.69180 0.80827
H -0.76943 0.28445 1.65093
H 0.68267 0.34044 0.82154
H -2.12418 0.54060 -0.16021
H -0.10208 1.78166 -1.52916
H -1.15259 0.72005 -2.44831
H 1.17085 0.29174 -3.04109
H 0.74801 -1.12630 -2.16949
H 3.03254 -0.29899 -1.50499
H 2.14301 -0.59610 -0.28902
H 2.16296 1.11024 -0.72472
H -1.63594 -1.76181 -1.21451
H -0.23166 -1.80707 -0.18616
H -2.85960 -1.38520 1.02290
H -1.70482 -2.56881 1.32671
H 1.90937 1.87499 2.59514
H 1.94153 0.61857 3.43199
O 1.32253 1.16002 2.91361
*
```

3.
Entry from the OMol25 dataset: a cluster of 2 separate species, C5H17N2O in total at a distorted geometry (ωB97M-V/def2-TZVPD).

The HOMO-LUMO gap comes out at 9.58 eV. Its relative energy (zero: lowest compared OMol25 entry of this formula, charge and spin) is 120.6 kJ/mol. Its total energy is -385.19480 Ha. The LUMO energy comes out at -3.2 eV.

```
! wB97M-V def2-TZVPD RIJCOSX def2/J DEFGRID3
* xyz 1 1
N 1.52124 -0.51129 -1.50855
C 1.34614 0.28491 -0.23724
C 2.14956 -0.42112 0.85441
C -0.16155 0.22825 0.02121
N -0.83900 0.72309 -1.17445
C -2.06458 -0.01153 -1.50273
C -1.11385 2.16597 -1.08207
H 1.02660 -0.05778 -2.28915
H 2.51389 -0.63405 -1.71581
H 1.18305 -1.47293 -1.42742
H 1.72206 1.28302 -0.44431
H 2.00021 -1.50406 0.83471
H 3.20111 -0.20569 0.69832
H 1.81596 0.02404 1.78408
H -0.40254 -0.81440 0.21517
H -0.41972 0.84980 0.88999
H -2.37231 -0.64501 -0.66789
H -2.92718 0.63228 -1.63124
H -1.97632 -0.69743 -2.33955
H -1.50059 2.44445 -2.05700
H -0.15211 2.66525 -0.97634
H -1.90970 2.34441 -0.35686
H -0.15222 -1.77421 4.56102
H -1.54130 -1.53709 3.93186
O -0.73428 -2.05029 3.84725
*
```

4.
Entry from the OMol25 dataset: a cluster of 2 separate species, C5H17N2O in total at a distorted geometry (ωB97M-V/def2-TZVPD).

The HOMO-LUMO gap comes out at 10.35 eV. Its relative energy (zero: lowest compared OMol25 entry of this formula, charge and spin) is 35.3 kJ/mol. Its total energy is -385.22731 Ha. The LUMO energy comes out at -2.7 eV.

```
! wB97M-V def2-TZVPD RIJCOSX def2/J DEFGRID3
* xyz 1 1
C -0.03062 0.92219 -0.77583
N 0.33519 1.36605 0.59723
C 1.44020 2.35473 0.69764
C 0.84935 -0.27201 -1.15015
N 0.86458 -1.20174 -0.03276
C -0.31127 -2.04402 0.16234
C -0.52865 -3.07597 -0.94820
H -1.08899 0.65327 -0.77310
H 0.06845 1.75225 -1.47481
H -0.47148 1.61748 1.17629
H 2.34293 1.93062 0.27752
H 1.16608 3.23413 0.14916
H 1.57924 2.60627 1.74123
H 0.47874 -0.71260 -2.07208
H 1.88002 0.03898 -1.32726
H 1.71403 -1.73124 0.06244
H 0.65267 0.44056 0.97212
H -0.11389 -2.58789 1.09285
H -1.22394 -1.48079 0.30714
H -1.51114 -3.52703 -0.87778
H 0.23573 -3.83565 -0.85116
H -0.40002 -2.62317 -1.93049
H -2.97227 2.29904 0.96696
H -2.64810 1.94675 2.45529
O -2.30685 1.92977 1.55542
*
```

5.
Entry from the OMol25 dataset: a cluster of 2 separate species, C5H17N2O in total at a distorted geometry (ωB97M-V/def2-TZVPD).

The HOMO-LUMO gap comes out at 8.64 eV. Its relative energy (zero: lowest compared OMol25 entry of this formula, charge and spin) is 194.9 kJ/mol. Its total energy is -385.16652 Ha. The LUMO energy comes out at -3.9 eV.

```
! wB97M-V def2-TZVPD RIJCOSX def2/J DEFGRID3
* xyz 1 1
N -1.01989 2.80418 2.73320
C -0.72073 1.39096 2.25351
C 0.75520 1.10671 2.42359
N 1.07055 -0.11835 1.66062
H -0.55929 2.96190 3.61973
H -0.60658 3.46556 2.10204
H -1.98951 3.03859 2.87309
H -1.37583 0.72830 2.79590
H -1.11033 1.43536 1.20595
H 1.33610 2.00180 2.13925
H 0.95857 0.95618 3.51168
H 0.80764 0.04193 0.59684
H 2.11246 -0.22843 1.73032
C -0.09882 -0.00146 -2.04439
C -0.02666 -1.56333 -1.97940
C 1.23199 -2.09504 -2.59404
O -1.15806 -2.14289 -2.71545
H -0.98548 0.45582 -1.55966
H -0.12132 0.22742 -3.15356
H 0.80925 0.45912 -1.54596
H -0.06272 -1.90950 -0.89403
H 2.08986 -1.81989 -1.94364
H 1.43968 -1.63340 -3.58843
H 1.27686 -3.20985 -2.76537
H -1.95538 -1.65569 -2.51287
*
```

6.
Entry from the OMol25 dataset: a cluster of 2 separate species, C5H17N2O2 in total at a distorted geometry (ωB97M-V/def2-TZVPD).

The HOMO-LUMO gap comes out at 9.68 eV. Its relative energy (zero: lowest compared OMol25 entry of this formula, charge and spin) is 198.6 kJ/mol. Its total energy is -460.41650 Ha. The LUMO energy comes out at -3.0 eV.

```
! wB97M-V def2-TZVPD RIJCOSX def2/J DEFGRID3
* xyz 1 1
N -0.01543 2.04488 -0.86311
C -0.27602 0.56568 -1.05098
C -1.65527 0.30614 -0.41383
O -2.43608 1.47616 -0.80416
C 0.87453 -0.27162 -0.39760
N 0.37789 -1.64751 -0.25209
C 1.52998 -2.51615 -0.53424
C -0.09052 -1.86681 1.13960
H -0.85574 2.59782 -1.13600
H 0.03467 2.50155 0.06398
H 0.73121 2.32655 -1.50047
H -0.27537 0.40925 -2.13027
H -2.13656 -0.56140 -0.91058
H -1.59514 0.38818 0.67874
H -3.35632 1.29049 -0.59674
H 1.17792 0.29043 0.51049
H 1.66644 -0.28251 -1.16239
H 2.00087 -2.27907 -1.49254
H 2.31880 -2.60717 0.23663
H 1.18231 -3.54980 -0.61224
H -1.15811 -2.07901 1.07288
H 0.49562 -2.67339 1.57199
H 0.19373 -1.08431 1.88038
H 1.19189 2.59142 2.24879
H -0.23184 2.08485 2.56202
O 0.30655 2.54537 1.89173
*
```

7.
Entry from the OMol25 dataset: a cluster of 3 separate species, C5H17N2O2 in total at a distorted geometry (ωB97M-V/def2-TZVPD).

The HOMO-LUMO gap comes out at 8.72 eV. Its relative energy (zero: lowest compared OMol25 entry of this formula, charge and spin) is 186.2 kJ/mol. Its total energy is -460.42123 Ha. The LUMO energy comes out at -3.2 eV.

```
! wB97M-V def2-TZVPD RIJCOSX def2/J DEFGRID3
* xyz 1 1
C 0.23866 1.70643 1.32853
C 1.27123 0.87078 0.56972
C 0.81734 -0.61850 0.37444
C -0.32945 -0.73148 -0.54251
C -0.54545 -1.71322 -1.40652
N -1.77466 -1.85180 -2.24275
N 2.66828 0.90922 0.91630
H 0.17879 1.66552 2.41218
H 0.38676 2.75073 0.98537
H -0.78476 1.43667 1.01385
H 1.13567 1.25105 -0.46226
H 1.74365 -1.13407 0.06968
H 0.66099 -1.08442 1.35996
H -0.99875 0.14059 -0.63794
H 0.15439 -2.53339 -1.55633
H -2.51819 -2.15566 -1.62189
H -1.97958 -0.88419 -2.63393
H -1.52326 -2.44949 -3.02488
H 2.75240 0.59238 1.87924
H 3.08138 1.83084 0.87376
H 1.41476 -0.83291 3.56944
H 0.76902 0.12485 4.65829
O 1.16875 0.06600 3.79162
H -3.24553 1.03293 -2.65087
H -2.21012 1.02427 -3.90867
O -2.53232 0.58689 -3.11383
*
```

8.
Entry from the OMol25 dataset: a cluster of 4 separate species, C5H17N2O4 in total at a distorted geometry (ωB97M-V/def2-TZVPD).

The HOMO-LUMO gap comes out at 10.51 eV. Its relative energy (zero: lowest compared OMol25 entry of this formula, charge and spin) is 263.0 kJ/mol. Its total energy is -610.92669 Ha. The LUMO energy comes out at -3.0 eV.

```
! wB97M-V def2-TZVPD RIJCOSX def2/J DEFGRID3
* xyz 1 1
O -2.79619 1.01625 -0.39612
C -2.34930 0.41416 0.54355
C -0.87813 0.04042 0.61681
C -0.02582 0.99512 1.46051
C 1.25214 0.29532 1.96726
C 2.88164 -1.10074 1.03797
N 2.23734 -0.02291 0.97430
N -0.38826 0.00358 -0.81427
H -3.00068 -0.05331 1.30320
H -0.67262 -0.92999 1.06310
H -0.50580 1.22640 2.41716
H 0.21880 1.92706 0.96656
H 1.74348 1.03426 2.62768
H 0.92018 -0.48082 2.67433
H 3.58556 -1.29796 0.20556
H 2.89363 -1.90660 1.76140
H 0.51108 0.51614 -0.87324
H -1.04086 0.51060 -1.45335
H -0.31469 -0.97526 -1.08152
H 1.77388 2.76860 -1.39711
H 2.44648 1.53259 -0.73559
O 1.69460 1.81998 -1.24895
H -1.31683 0.76088 -3.88025
H -2.28193 0.98494 -2.71657
O -1.75022 0.29686 -3.14199
H -0.90019 -3.57630 0.20486
H 0.58219 -4.07144 -0.00854
O 0.03454 -3.33261 0.27238
*
```

Q: Which formula does entry 4 have?
A: C5H17N2O